This record from OMol25 describes an isolated molecule of C7H16S. The level of theory is ωB97M-V/def2-TZVPD.

The strongest force on any atom comes out at 0.035 Eh/bohr. For the HOMO energy, the calculation gives -7.262 eV. For the LUMO energy, the calculation gives 0.025 hartree. The structure (SMILES) is CC=S(C)(C)=C(C)C.

```
! RIJCOSX wB97M-V def2-TZVPD def2/J DEFGRID3
* xyz 0 1
C -2.66 -1.07 -0.06
C -1.89 -0.23 -1.04
S -0.15 0.37 -0.16
C 0.16 1.83 -1.19
C -0.69 1.35 1.36
C 1.33 -0.49 -0.32
C 2.55 0.15 0.29
C 1.18 -1.95 0.04
H -3.60 -1.29 -0.56
H -2.21 -2.03 0.22
H -2.89 -0.52 0.85
H -1.45 -0.88 -1.81
H 1.00 2.39 -0.81
H 0.35 1.48 -2.19
H -0.74 2.43 -1.18
H -1.63 1.83 1.12
H -0.82 0.64 2.17
H 0.08 2.07 1.61
H 3.42 -0.43 -0.01
H 2.69 1.17 -0.07
H 2.52 0.16 1.38
H 0.21 -2.32 -0.29
H 1.95 -2.52 -0.48
H 1.29 -2.15 1.11
*
```

This record from OMol25 describes a structure of composition C12H29BF4N5O4OsP. The level of theory is ωB97M-V/def2-TZVPD.

The strongest force on any atom comes out at 0.059 Eh/bohr. For the HOMO energy (alpha / beta), the calculation gives -16.125 / -16.143 eV. For the LUMO energy (alpha / beta), the calculation gives -0.332 / -0.330 hartree.

```
! RIJCOSX wB97M-V def2-TZVPD def2/J DEFGRID3
* xyz 2 1
Os 0.25 0.84 -0.56
C -1.32 -2.96 -2.90
N -0.22 -2.16 -3.46
C 0.19 -2.48 -4.84
C 0.30 -1.16 -2.80
N -0.17 -0.77 -1.60
N 1.36 -0.50 -3.39
C 2.08 0.58 -2.90
N 2.99 1.08 -3.72
N 1.90 0.99 -1.68
H -1.32 -3.92 -3.40
H -2.28 -2.46 -3.06
H -1.15 -3.15 -1.84
H -0.46 -3.26 -5.22
H 1.22 -2.84 -4.85
H 0.07 -1.61 -5.49
H -1.01 -1.27 -1.33
H 1.49 -0.69 -4.37
H 3.12 0.75 -4.66
H 3.52 1.90 -3.45
H 2.50 1.77 -1.40
F -0.42 1.87 -3.41
B -1.05 2.43 -2.36
F 0.04 2.73 -1.29
F -1.66 1.42 -1.49
F -1.83 3.46 -2.59
C 1.68 -0.12 4.56
C 1.95 -0.44 3.11
C 3.17 0.29 2.59
C 2.06 -1.94 2.88
O 0.76 -0.06 2.31
P 0.16 1.37 2.10
O -0.03 2.16 3.30
O 0.97 1.96 0.85
O -1.11 0.99 1.18
C -2.59 0.88 1.73
C -2.52 -0.10 2.88
C -3.43 0.36 0.59
C -2.97 2.28 2.14
H 2.59 -0.29 5.14
H 0.88 -0.75 4.96
H 1.39 0.92 4.67
H 4.06 -0.15 3.03
H 3.16 1.35 2.84
H 3.26 0.19 1.50
H 2.90 -2.33 3.45
H 2.23 -2.17 1.83
H 1.15 -2.44 3.21
H -2.06 -1.04 2.57
H -3.54 -0.31 3.19
H -1.98 0.29 3.73
H -3.14 -0.66 0.31
H -3.40 1.00 -0.27
H -4.46 0.32 0.94
H -2.30 2.69 2.89
H -3.97 2.22 2.58
H -3.00 2.94 1.28
*
```

This record from OMol25 describes a structure of composition C9H13Cl4N. The level of theory is ωB97M-V/def2-TZVPD.

The strongest force on any atom comes out at 0.335 Eh/bohr. For the HOMO energy, the calculation gives -9.406 eV. For the LUMO energy, the calculation gives 0.017 hartree.

```
! RIJCOSX wB97M-V def2-TZVPD def2/J DEFGRID3
* xyz 0 1
Cl -1.82 -2.31 2.82
C -0.41 -2.70 1.81
C -0.63 -2.13 0.44
Cl -1.00 -0.40 0.33
H -0.31 -3.78 1.90
H 0.49 -2.37 2.32
H -1.33 -2.73 -0.13
H 0.33 -2.25 -0.05
Cl 0.38 1.52 -2.44
C 0.35 -0.21 -1.97
C -1.00 -0.78 -2.27
Cl -1.45 -0.59 -3.92
H 0.53 -0.23 -0.89
H 1.18 -0.75 -2.42
H -1.86 -0.30 -1.79
H -1.14 -1.81 -1.94
N 0.71 3.59 0.64
C -0.37 2.82 0.24
C -0.46 1.43 0.36
C 0.68 0.79 0.76
C 1.82 1.55 1.10
C 1.76 2.91 1.11
H -1.15 3.53 0.00
H -1.38 0.93 0.10
H 0.74 -0.29 0.86
H 2.71 1.11 1.54
H 2.60 3.46 1.50
*
```

Results for ΔE to the lowest compared entry with this formula, charge and spin: 5.768 2.290 4.268 (in eV, following the order of the records).